1.
{"formula": "C3H5BrN4", "method": "ωB97M-V with the def2-TZVPD basis set", "homo_lumo_gap_ev": 8.052, "max_force_ev_per_a": 5.5, "multiplicity": 1, "de_lowest_kcal_mol": 64.7, "elements": ["C", "C", "C", "N", "N", "N", "N", "Br", "H", "H", "H", "H", "H"], "coordinates": [[0.29, -1.58, 1.08], [-0.11, 1.73, -0.79], [-0.32, 0.69, 0.28], [0.84, -2.59, 0.47], [1.31, -2.16, -0.71], [1.05, -0.93, -0.87], [0.35, -0.45, 0.30], [-2.69, -0.11, -0.10], [0.05, -1.65, 2.17], [0.85, 2.05, -0.81], [-0.34, 1.42, -1.81], [-0.73, 2.63, -0.53], [-0.55, 0.96, 1.32]], "nbo_charge": [0.218, -0.670, 0.245, -0.278, -0.002, -0.033, -0.314, -0.391, 0.242, 0.235, 0.266, 0.246, 0.235]}



2.
{"formula": "C42H65BeBrCl4FInN4O14P", "method": "ωB97M-V with the def2-TZVPD basis set", "homo_lumo_gap_ev": 3.186, "max_force_ev_per_a": 5.1, "multiplicity": 1, "total_charge": -1, "elements": ["C", "C", "In", "C", "C", "C", "N", "C", "C", "C", "C", "C", "C", "C", "O", "C", "O", "C", "O", "C", "C", "O", "H", "H", "H", "H", "H", "H", "H", "H", "H", "H", "H", "H", "H", "H", "H", "H", "H", "H", "H", "H", "H", "H", "H", "H", "H", "H", "H", "Be", "C", "C", "C", "C", "C", "C", "N", "O", "O", "H", "H", "H", "H", "H", "C", "N", "O", "O", "H", "H", "H", "Cl", "C", "C", "Cl", "H", "H", "H", "H", "N", "C", "C", "C", "C", "H", "H", "H", "H", "H", "O", "P", "O", "C", "C", "O", "C", "C", "O", "C", "C", "H", "H", "H", "H", "H", "H", "H", "H", "H", "H", "H", "H", "H", "H", "H", "C", "Cl", "Cl", "H", "H", "C", "C", "C", "O", "C", "C", "C", "O", "H", "H", "H", "H", "Br", "F"], "coordinates": [[2.73, 6.23, -3.47], [2.24, 4.99, -3.30], [0.04, 4.68, -3.42], [-0.41, 3.11, -1.87], [0.56, 3.39, -0.70], [1.80, 2.47, -0.68], [1.92, 1.72, 0.59], [2.12, 0.27, 0.42], [1.05, -0.42, -0.36], [-0.25, 0.05, -0.46], [-1.21, -0.61, -1.22], [-0.86, -1.76, -1.89], [0.43, -2.26, -1.79], [1.37, -1.60, -1.03], [2.66, -2.10, -0.95], [-0.45, 3.81, -5.45], [-0.11, 2.39, -5.44], [0.51, 2.01, -6.58], [1.87, 2.56, -6.68], [2.64, 1.97, -7.61], [4.10, 2.31, -7.39], [4.74, 1.42, -6.49], [3.66, 6.40, -4.02], [2.20, 7.08, -3.04], [2.90, 4.14, -3.12], [-0.88, 6.14, -3.03], [-1.44, 3.22, -1.54], [-0.25, 2.13, -2.32], [0.90, 4.43, -0.73], [0.04, 3.25, 0.25], [2.68, 3.18, -0.72], [1.87, 1.84, -1.56], [2.78, 2.05, 1.02], [3.11, 0.04, 0.03], [2.10, -0.16, 1.42], [-0.52, 0.95, 0.07], [-2.21, -0.19, -1.27], [-1.60, -2.27, -2.50], [0.73, -3.16, -2.32], [2.73, -2.69, -0.19], [0.07, 4.34, -6.25], [-1.52, 3.90, -5.66], [-0.07, 2.25, -7.49], [0.64, 0.92, -6.51], [2.52, 0.75, -7.44], [2.30, 2.18, -8.63], [4.14, 3.34, -7.02], [4.63, 2.22, -8.34], [4.13, 1.17, -5.79], [4.41, 2.67, -0.53], [5.96, -1.04, 6.66], [5.23, -2.12, 6.19], [4.63, -2.07, 4.94], [4.79, -0.94, 4.17], [5.51, 0.16, 4.62], [6.10, 0.10, 5.87], [4.18, -0.89, 2.83], [3.55, -1.86, 2.47], [4.37, 0.10, 2.17], [6.43, -1.09, 7.63], [5.13, -3.01, 6.80], [4.06, -2.92, 4.58], [5.61, 1.04, 4.00], [6.67, 0.94, 6.24], [-3.39, 1.90, -7.22], [-4.67, 2.46, -7.71], [-5.23, 1.89, -8.63], [-5.08, 3.46, -7.16], [-3.17, 1.01, -7.82], [-2.61, 2.65, -7.34], [-3.51, 1.64, -6.18], [5.42, -5.47, 2.18], [6.66, -4.24, 1.82], [7.92, -4.46, 2.61], [7.68, -4.17, 4.35], [6.23, -3.26, 2.03], [6.87, -4.30, 0.76], [8.69, -3.77, 2.28], [8.30, -5.48, 2.49], [2.53, 4.70, 2.25], [3.60, 5.14, 2.98], [3.61, 6.51, 2.93], [2.50, 6.91, 2.14], [1.85, 5.77, 1.74], [2.27, 3.74, 2.12], [4.26, 4.44, 3.47], [4.34, 7.15, 3.39], [2.21, 7.91, 1.89], [0.97, 5.63, 1.14], [-3.28, -5.27, 3.44], [-4.27, -4.74, 2.49], [-5.48, -4.03, 3.29], [-5.22, -3.13, 4.36], [-5.01, -1.71, 3.86], [-5.06, -6.03, 1.93], [-4.61, -7.36, 2.20], [-5.34, -7.96, 3.38], [-4.38, -4.01, 1.07], [-3.48, -2.95, 0.67], [-2.06, -3.16, 1.16], [-4.37, -3.47, 4.95], [-6.10, -3.16, 5.01], [-4.06, -1.63, 3.32], [-4.97, -1.01, 4.69], [-5.81, -1.42, 3.18], [-3.53, -7.38, 2.35], [-4.81, -7.94, 1.29], [-5.25, -7.31, 4.25], [-4.95, -8.94, 3.62], [-6.41, -8.05, 3.15], [-3.87, -1.99, 1.01], [-3.49, -2.94, -0.42], [-2.00, -3.10, 2.25], [-1.41, -2.39, 0.74], [-1.68, -4.14, 0.86], [5.30, 9.24, 1.04], [6.17, 8.62, 2.45], [6.32, 9.26, -0.40], [4.45, 8.59, 0.86], [4.98, 10.25, 1.25], [-10.77, -3.47, 2.34], [-11.29, -4.56, 2.90], [-10.42, -5.60, 3.50], [-10.89, -6.59, 4.01], [-8.95, -5.38, 3.45], [-8.43, -4.29, 2.89], [-9.30, -3.25, 2.29], [-8.84, -2.25, 1.78], [-11.39, -2.69, 1.90], [-12.36, -4.74, 2.95], [-8.33, -6.15, 3.89], [-7.36, -4.12, 2.84], [2.04, -0.94, -7.84], [2.03, 4.40, -6.95]], "mulliken_charge": [-0.718, -0.366, 1.031, -1.591, -0.958, -0.607, 0.173, -1.303, 0.453, 0.197, -1.388, -0.566, -0.684, 0.494, -0.649, -1.169, -0.223, -0.091, 0.297, -0.049, -0.469, -0.520, 0.212, 0.196, 0.190, -0.406, 0.401, 0.353, 0.204, 0.656, 0.450, 0.353, 0.313, 0.355, 0.485, 0.429, 0.516, 0.572, 0.505, 0.286, 0.448, 0.328, 0.271, 0.008, -0.015, 0.449, 0.284, 0.311, 0.329, 0.038, -0.449, -0.579, -0.164, 0.014, -0.441, -0.491, 1.105, -0.562, -0.608, 0.394, 0.415, 0.465, 0.517, 0.383, -0.573, 0.887, -0.555, -0.536, 0.337, 0.159, 0.293, -0.187, -0.215, -0.460, -0.159, 0.037, 0.342, 0.293, 0.351, 0.098, -0.760, -0.341, -0.779, -0.383, 0.245, 0.440, 0.497, 0.496, 0.481, -0.778, 0.761, -0.250, -0.394, -1.055, -0.303, -0.380, -0.986, -0.390, -0.273, -0.483, 0.391, 0.399, 0.218, 0.413, 0.273, 0.344, 0.359, 0.257, 0.403, 0.203, 0.281, 0.274, 0.404, -0.194, 0.363, 0.065, -0.177, -0.170, 0.009, 0.279, -0.394, -0.439, 0.230, -0.559, -0.350, -0.127, 0.125, -0.548, 0.420, 0.405, 0.499, 0.948, -0.436, -0.462]}



Highest occupied orbital energy, record by record: -9.82, -4.61 eV